(1)
C44H71O23PSi | ωB97M-V with the def2-TZVPD basis set

Last column: Mulliken charge in e.
Atoms and positions in Å:
C -0.13831 -1.82647 -1.84159  -1.04
C 0.12148 -0.96671 -2.86194  0.08
C -1.02178 -0.45966 -3.69363  -0.60
Si -2.15575 0.54072 -2.52077  0.57
C -3.92408 -0.12679 -2.29304  -0.64
P -4.19212 -1.80959 -1.79282  0.92
O -3.54002 -2.22101 -0.54398  -0.59
O -5.79284 -1.94589 -1.59185  -0.45
O -3.86383 -2.75624 -3.04148  -0.58
H -0.80542 -1.48873 -1.04828  0.32
H 0.31080 -2.81221 -1.79920  0.24
H 1.09427 -0.51476 -3.05418  0.35
H -0.68423 0.19644 -4.49714  0.49
H -1.54935 -1.31237 -4.12038  0.14
H -1.52241 0.73519 -1.21924  -0.12
H -2.32361 1.88261 -3.13759  -0.32
H -4.38398 0.45488 -1.48519  0.06
H -4.47368 0.12239 -3.21036  0.56
H -6.29364 -1.53760 -2.31043  0.27
H -3.60786 -2.29542 -3.84881  0.36
O 0.53998 -3.48534 -4.66817  -0.63
C 1.70486 -3.62907 -4.42474  0.46
O 2.19422 -3.49717 -3.17014  -0.22
C 3.62973 -3.59551 -3.17588  -0.30
C 3.96769 -4.36197 -4.45080  -0.51
C 2.84156 -3.92298 -5.38337  0.18
H 4.04210 -2.58425 -3.17091  0.08
H 3.94029 -4.10557 -2.26594  0.36
H 4.96713 -4.15142 -4.82348  0.36
H 3.89586 -5.43588 -4.27393  0.25
H 3.08762 -3.00098 -5.91441  0.30
H 2.54960 -4.69047 -6.09354  -0.27
O 5.57093 -0.30450 -2.30344  -0.71
C 4.86616 -0.47855 -1.34426  0.51
O 3.52913 -0.43995 -1.41954  -0.27
C 2.94511 -0.56207 -0.10390  0.71
C 4.01547 -1.24229 0.74519  -0.80
C 5.28833 -0.70992 0.09136  0.12
H 2.71143 0.43904 0.25912  -0.30
H 2.01495 -1.11739 -0.19563  0.14
H 3.92191 -1.00902 1.80378  0.44
H 3.96187 -2.32695 0.63394  0.26
H 5.59137 0.24883 0.51715  -0.25
H 6.12255 -1.40603 0.13573  0.38
O 5.34391 3.34218 2.94281  -0.64
C 5.96934 3.50224 1.93309  0.48
O 6.47105 2.45841 1.23625  -0.33
C 7.25717 2.91796 0.12120  -0.49
C 6.75891 4.33564 -0.14879  -0.37
C 6.35392 4.79982 1.24908  -0.07
H 8.30943 2.89004 0.41197  0.26
H 7.10293 2.23809 -0.71380  0.34
H 7.50386 4.96172 -0.63451  0.43
H 5.87689 4.30047 -0.78900  0.16
H 7.18664 5.24106 1.80074  0.32
H 5.51258 5.48850 1.25100  -0.08
O 0.76509 1.49716 -1.43912  -0.45
C 0.90634 2.36807 -0.62820  0.18
O 1.92242 2.34578 0.26492  -0.33
C 1.79185 3.43999 1.19844  0.60
C 0.93661 4.46720 0.47750  -0.28
C 0.03458 3.58447 -0.38770  -0.16
H 1.31655 3.06441 2.10388  -0.39
H 2.78617 3.80901 1.44248  -0.02
H 0.39577 5.12212 1.15793  0.55
H 1.57242 5.08343 -0.15575  -0.20
H -0.87098 3.26628 0.13536  -0.17
H -0.24655 4.03422 -1.33644  0.44
O -0.09356 2.89697 4.12831  -0.64
C 0.88213 2.62823 4.77125  0.67
O 1.06743 1.40178 5.30629  -0.37
C 2.25812 1.38059 6.11223  -0.52
C 3.11108 2.53548 5.59777  -0.24
C 2.04356 3.52908 5.14814  -0.28
H 1.96465 1.51129 7.15651  0.25
H 2.73026 0.40766 6.00187  0.37
H 3.80074 2.92299 6.34404  0.38
H 3.69655 2.21614 4.73542  0.03
H 1.71319 4.18249 5.95837  0.31
H 2.34762 4.13283 4.29671  0.14
O -3.64321 3.13895 0.73807  -0.65
C -3.75801 2.13663 1.38905  0.46
O -3.60144 0.91354 0.84847  -0.22
C -3.88292 -0.12039 1.81073  -0.28
C -3.70673 0.55369 3.16640  -0.34
C -4.11461 1.99528 2.85909  -0.50
H -4.90339 -0.46982 1.64201  0.01
H -3.20370 -0.94984 1.64687  0.41
H -4.28591 0.07267 3.95118  0.29
H -2.65519 0.52884 3.45589  0.21
H -5.18995 2.15617 2.96328  0.26
H -3.58042 2.73598 3.44859  0.29
O 3.77651 5.92316 0.14843  -0.52
C 4.03074 6.97412 -0.36456  0.48
O 5.23594 7.22740 -0.92547  -0.26
C 5.30549 8.59259 -1.37174  -0.46
C 3.85467 9.02809 -1.55132  -0.56
C 3.14848 8.20352 -0.47731  -0.51
H 5.82139 9.17713 -0.60695  0.28
H 5.88722 8.62386 -2.28925  0.31
H 3.71826 10.10276 -1.45664  0.34
H 3.49868 8.72794 -2.53738  0.29
H 3.13829 8.70392 0.49270  0.30
H 2.13498 7.91527 -0.74337  0.28
O 4.48567 -6.64962 -7.23525  -0.57
C 3.52086 -6.87718 -7.90284  0.52
O 2.32534 -6.28577 -7.65683  -0.32
C 1.31062 -6.80927 -8.52887  -0.48
C 2.07166 -7.37630 -9.72373  -0.51
C 3.37857 -7.82972 -9.07583  -0.46
H 0.75528 -7.57707 -7.98659  0.27
H 0.63160 -6.00143 -8.78856  0.33
H 1.52695 -8.16446 -10.23851  0.34
H 2.27544 -6.58144 -10.44218  0.27
H 3.31597 -8.84567 -8.68188  0.25
H 4.24233 -7.74988 -9.72990  0.30
O -5.18619 -2.77618 3.34248  -0.62
C -6.29285 -2.68735 2.89487  0.65
O -7.26315 -1.94756 3.48191  -0.35
C -8.51312 -2.12453 2.78403  -0.52
C -8.12055 -2.58934 1.38381  -0.40
C -6.83737 -3.37224 1.65836  -0.29
H -9.10302 -2.86746 3.32440  0.25
H -9.04676 -1.17731 2.79557  0.37
H -8.90253 -3.16459 0.89305  0.39
H -7.89160 -1.72586 0.75723  0.16
H -7.03327 -4.41698 1.90700  0.36
H -6.11471 -3.31704 0.84708  0.03
O -10.44852 -4.45618 7.25365  -0.59
C -9.42799 -3.83354 7.25937  0.47
O -9.12466 -2.93810 6.28884  -0.35
C -7.79622 -2.41568 6.48071  -0.18
C -7.49572 -2.62880 7.96017  -0.56
C -8.28364 -3.90320 8.25598  -0.38
H -7.11489 -2.96479 5.83126  0.07
H -7.78923 -1.37124 6.18287  0.33
H -6.43081 -2.69860 8.16969  0.33
H -7.90214 -1.80204 8.54462  0.28
H -7.70599 -4.80510 8.04556  0.25
H -8.67275 -3.95316 9.26921  0.31

As for the charge: 0. The electronic energy is -111041.9624 eV. As for the spin multiplicity: 1. Its SMILES is C=CC[SiH2]CP(=O)(O)O.O=C1CCCO1.O=C1CCCO1.O=C1CCCO1.O=C1CCCO1.O=C1CCCO1.O=C1CCCO1.O=C1CCCO1.O=C1CCCO1.O=C1CCCO1.O=C1CCCO1. The LUMO energy is 0.41 eV.

=====

(2)
C4H8O2 | ωB97M-V with the def2-TZVPD basis set

Last column: Mulliken charge in e.
Atoms and positions in Å:
C -1.50708 -1.25238 0.78248  -1.05
C -0.45917 -0.80777 -0.20125  0.71
O 0.34163 -1.66988 -0.53282  -0.63
C -0.30934 0.57937 -0.78079  -0.46
C 1.15530 1.02751 -0.59748  -0.51
O 2.05809 0.22251 -1.30356  -0.55
H -2.47771 -0.74784 0.74308  0.33
H -1.53295 -2.31776 0.55157  0.33
H -1.12167 -1.18247 1.80654  0.26
H -0.51157 0.50408 -1.85777  0.26
H -1.01098 1.30262 -0.35206  0.31
H 1.37625 1.04311 0.48501  0.28
H 1.27569 2.04714 -0.97474  0.32
H 1.82369 -0.69703 -1.08506  0.40

As for the charge: 0. The electronic energy is -8372.2844 eV. As for the spin multiplicity: 1. Its SMILES is CC(=O)CCO. The LUMO energy is 0.85 eV.

=====

(3)
C4H9NO2 | ωB97M-V with the def2-TZVPD basis set

Last column: Mulliken charge in e.
Atoms and positions in Å:
C -2.27204 -0.24012 -0.31452  -0.61
N -1.64087 -0.88153 0.83790  -0.37
C -0.57229 -0.85783 1.43560  0.13
O 0.88981 -0.06186 1.27718  -0.59
C 1.53174 -0.38758 0.06180  -0.32
C 1.49765 0.85963 -0.82566  -0.43
O 0.28567 1.54134 -0.58852  -0.59
H -1.60020 0.48089 -0.78286  0.30
H -2.56993 -1.01475 -1.03387  0.26
H -3.19636 0.25331 0.01554  0.28
H 0.00387 -1.28492 2.22217  0.41
H 2.57115 -0.73606 0.19945  0.32
H 0.97653 -1.20921 -0.40878  0.29
H 2.35003 1.51465 -0.59123  0.28
H 1.54798 0.58893 -1.88377  0.31
H 0.19726 1.43511 0.37957  0.33

As for the charge: 0. The electronic energy is -9876.0898 eV. As for the spin multiplicity: 1. Its SMILES is C/N=C\OCCO. The LUMO energy is 0.93 eV.

=====

So what do the calculations give for gap between HOMO and LUMO? Going down the list: 6.891 10.759 10.391 eV.